(1)
The following is a DFT calculation (the ωB97M-V functional and the def2-TZVPD basis) of 2 unconnected molecules or ions with the total composition C5H11NO in a non-equilibrium geometry.

XYZ file:
```
18
Properties=species:S:1:pos:R:3:lowdin_charge:R:1
C -1.83 -0.10 -0.76 -0.174
C -1.80 0.99 0.25 -0.155
C -0.38 0.32 1.64 -0.047
N 0.63 -0.40 1.01 -0.006
C 1.63 0.18 0.25 -0.537
O 1.71 1.39 0.12 0.063
C 2.56 -0.80 -0.43 -0.005
H -2.48 0.13 -1.61 0.071
H -0.82 -0.27 -1.16 0.061
H -2.17 -1.03 -0.30 0.072
H -1.56 1.98 -0.21 0.092
H -2.72 1.11 0.84 0.079
H -0.67 1.32 1.32 0.024
H -1.01 -0.31 2.25 0.086
H 0.52 -1.40 0.92 0.134
H 2.21 -0.99 -1.45 0.085
H 2.62 -1.76 0.09 0.075
H 3.55 -0.36 -0.50 0.084
```

## Properties
- LUMO (eV) = 0.82
- Kohn-Sham gap (eV) = 8.53
- energy above the lowest of the compared OMol25 structures with the same formula, charge and spin (kcal/mol) = 79.6
- HOMO energy (eV) = -7.7
- total charge = 0
- E (Ha) = -327.0045
- largest force on an atom (eV/Å) = 2.2

=====

(2)
The following is a DFT calculation (the ωB97M-V functional and the def2-TZVPD basis) of a molecular structure, C40H48CuGe2I2N5O4.

XYZ file:
```
102
Properties=species:S:1:pos:R:3:lowdin_charge:R:1
Cu -1.41 -0.47 -0.31 0.264
I -5.69 -2.50 5.15 0.819
C -4.13 -1.65 4.05 -0.761
C -3.99 -0.28 3.99 -0.244
C -2.96 0.28 3.24 -0.614
I -2.91 2.36 3.04 1.046
C -2.02 -0.50 2.52 -0.466
O -1.06 0.00 1.82 -0.208
C -2.25 -1.91 2.56 -0.160
C -1.48 -2.79 1.62 -0.139
N -1.88 -2.54 0.23 -0.062
C -3.30 -2.75 -0.04 -0.122
C -4.13 -1.50 0.20 -0.240
C -5.43 -1.60 0.67 -0.017
C -6.18 -0.45 0.85 -0.050
C -5.60 0.77 0.56 -0.062
C -4.29 0.78 0.10 -0.140
N -3.57 -0.32 -0.08 0.105
C -3.27 -2.46 3.32 -0.136
H -4.68 0.37 4.51 0.076
H -0.41 -2.57 1.68 0.090
H -1.63 -3.84 1.90 0.124
H -1.30 -3.04 -0.43 0.091
H -3.41 -3.04 -1.09 0.138
H -3.72 -3.56 0.57 0.123
H -5.84 -2.58 0.91 0.118
H -7.19 -0.51 1.23 0.111
H -6.13 1.70 0.71 0.106
H -3.79 1.72 -0.10 0.083
H -3.41 -3.53 3.32 0.099
C 1.87 -1.20 3.53 -0.234
Ge 1.66 0.75 3.46 0.739
C 0.32 1.26 4.77 -0.240
C 3.36 1.58 4.04 -0.239
Ge 1.32 1.49 1.16 0.930
C 3.08 2.06 0.48 -0.311
C 4.17 1.20 0.66 -0.152
C 5.43 1.53 0.20 -0.086
C 5.63 2.73 -0.46 -0.086
C 4.57 3.61 -0.62 -0.078
C 3.31 3.28 -0.15 -0.103
C 0.05 2.94 0.87 -0.341
C 0.24 4.10 1.62 -0.139
C -0.62 5.18 1.49 -0.095
C -1.68 5.12 0.60 -0.100
C -1.87 3.97 -0.16 -0.110
C -1.02 2.88 -0.01 -0.157
H 1.82 -1.51 4.58 0.028
H 2.83 -1.53 3.13 0.006
H 1.06 -1.70 3.00 -0.007
H 0.73 1.02 5.76 0.027
H -0.61 0.72 4.63 -0.007
H 0.11 2.33 4.73 0.007
H 3.85 0.95 4.77 0.021
H 3.14 2.54 4.51 0.019
H 4.05 1.75 3.21 -0.008
H 4.03 0.26 1.19 0.096
H 6.26 0.84 0.35 0.104
H 6.62 3.00 -0.82 0.102
H 4.73 4.56 -1.12 0.104
H 2.49 3.97 -0.30 0.100
H 1.07 4.17 2.32 0.105
H -0.47 6.07 2.09 0.104
H -2.35 5.96 0.49 0.104
H -2.70 3.91 -0.85 0.105
H -1.20 1.97 -0.57 0.078
O 1.15 -3.71 -4.01 0.039
C 0.41 -2.93 -4.82 -0.288
C 0.56 -3.06 -6.20 -0.017
C -0.17 -2.27 -7.06 -0.088
C -1.06 -1.32 -6.56 -0.095
C -1.20 -1.17 -5.19 -0.032
C -0.47 -1.97 -4.31 -0.094
C -0.58 -1.74 -2.83 -0.564
O -0.02 -2.59 -2.07 -0.043
O -1.18 -0.71 -2.43 -0.029
H 0.81 -3.50 -3.10 0.062
H 1.26 -3.81 -6.58 0.114
H -0.05 -2.39 -8.13 0.101
H -1.63 -0.70 -7.24 0.096
H -1.87 -0.44 -4.77 0.116
C 2.17 -0.17 -3.47 -0.015
N 1.83 0.40 -2.17 -0.072
C 1.02 1.61 -2.28 -0.017
C 1.80 -0.34 -1.06 -0.372
N 0.95 -0.01 -0.03 0.017
N 2.58 -1.43 -0.95 -0.111
C 3.85 -1.58 -1.64 -0.036
C 2.28 -2.45 0.04 -0.018
H 1.36 0.07 -4.16 0.101
H 2.25 -1.25 -3.42 0.076
H 3.10 0.25 -3.85 0.103
H 1.40 2.18 -3.13 0.107
H 1.10 2.23 -1.41 0.040
H -0.02 1.33 -2.46 0.089
H 0.84 -0.80 0.60 0.038
H 4.18 -0.62 -2.04 0.087
H 3.80 -2.32 -2.44 0.098
H 4.59 -1.91 -0.91 0.097
H 2.58 -2.14 1.05 0.073
H 2.84 -3.35 -0.23 0.105
H 1.23 -2.70 0.01 0.075
```

## Properties
- LUMO (eV) = 0.40
- Kohn-Sham gap (eV) = 7.11
- energy above the lowest of the compared OMol25 structures with the same formula, charge and spin (kcal/mol) = 6.9
- HOMO energy (eV) = -6.7
- total charge = 0
- E (Ha) = -8517.5902
- largest force on an atom (eV/Å) = 0.4

=====

(3)
The following is a DFT calculation (the ωB97M-V functional and the def2-TZVPD basis) of a molecular structure, B3H2IO3PbS.

XYZ file:
```
11
Properties=species:S:1:pos:R:3:lowdin_charge:R:1
S 2.56 -1.35 -0.05 1.051
B 0.99 -0.68 0.32 -0.901
O -0.23 -1.40 -0.05 0.137
B -1.13 -0.67 -0.73 -0.642
O -1.29 0.68 -0.41 -0.049
B -0.13 1.39 0.17 -1.145
I 0.11 3.40 -0.14 1.232
O 0.67 0.55 0.90 0.151
H 3.15 -0.14 -0.09 -0.060
H -2.08 -1.23 -1.23 0.155
Pb -2.62 -0.54 1.31 2.072
```

## Properties
- LUMO (eV) = -11.60
- Kohn-Sham gap (eV) = 5.33
- energy above the lowest of the compared OMol25 structures with the same formula, charge and spin (kcal/mol) = 0.0
- HOMO energy (eV) = -16.9
- total charge = +2
- E (Ha) = -1189.7659
- largest force on an atom (eV/Å) = 0.7

=====

Repeat the first record exactly.
The following is a DFT calculation (the ωB97M-V functional and the def2-TZVPD basis) of 2 unconnected molecules or ions with the total composition C5H11NO in a non-equilibrium geometry.

XYZ file:
```
18
Properties=species:S:1:pos:R:3:lowdin_charge:R:1
C -1.83 -0.10 -0.76 -0.174
C -1.80 0.99 0.25 -0.155
C -0.38 0.32 1.64 -0.047
N 0.63 -0.40 1.01 -0.006
C 1.63 0.18 0.25 -0.537
O 1.71 1.39 0.12 0.063
C 2.56 -0.80 -0.43 -0.005
H -2.48 0.13 -1.61 0.071
H -0.82 -0.27 -1.16 0.061
H -2.17 -1.03 -0.30 0.072
H -1.56 1.98 -0.21 0.092
H -2.72 1.11 0.84 0.079
H -0.67 1.32 1.32 0.024
H -1.01 -0.31 2.25 0.086
H 0.52 -1.40 0.92 0.134
H 2.21 -0.99 -1.45 0.085
H 2.62 -1.76 0.09 0.075
H 3.55 -0.36 -0.50 0.084
```

## Properties
- LUMO (eV) = 0.82
- Kohn-Sham gap (eV) = 8.53
- energy above the lowest of the compared OMol25 structures with the same formula, charge and spin (kcal/mol) = 79.6
- HOMO energy (eV) = -7.7
- total charge = 0
- E (Ha) = -327.0045
- largest force on an atom (eV/Å) = 2.2

=====

> The highest energy above the lowest of the compared OMol25 structures with the same formula, charge and spin belongs to which entry?

C5H11NO

=====

> Among the records above, which one has the highest total charge?

B3H2IO3PbS

=====

> What is the total charge in the second record?

0